i | Density functional theory data (ωB97M-V/def2-TZVPD) for a single C2H2FNO molecule.

Each line ends with the Löwdin charge.
Element x y z (Å)
O 0.273 -1.251 2.612  0.115
C -0.133 -0.932 1.502  -0.321
C -0.161 -0.194 0.138  0.020
N -1.169 -1.192 0.585  -0.042
F -2.407 -0.715 0.784  0.002
H -0.448 0.884 0.246  0.129
H 0.622 -0.503 -0.544  0.098

Summary:
Multiplicity = 1
HOMO energy = -9.858 eV

---

ii | Density functional theory data (ωB97M-V/def2-TZVPD) for a molecular structure, C2H2FNO.

Each line ends with the Löwdin charge.
Element x y z (Å)
C 0.439 -1.383 -0.499  0.172
C 0.808 -0.111 0.329  0.023
N -0.981 -0.689 -0.234  -0.119
O -2.059 -0.235 -0.461  0.136
F -0.322 1.876 -0.143  -0.417
H 0.808 0.840 -0.381  0.082
H 1.307 -0.297 1.388  0.122

Summary:
Multiplicity = 1
HOMO energy (spin up / spin down) = -9.931 / -10.015 eV

---

Which structure is the least stable? The one labeled ii.